C4H9N3O | ωB97M-V/def2-TZVPD

Cartesian coordinates (Å):
C (-0.963, -0.007, 2.045)
C (-0.366, 0.151, 0.688)
C (0.320, -0.698, -0.130)
N (1.263, -1.708, 0.151)
N (1.335, 0.103, -2.215)
C (0.242, 0.002, -1.401)
O (-1.743, 1.863, -0.036)
N (-0.391, 1.309, -0.066)
H (-1.586, 2.792, -0.240)
H (1.358, -1.901, 1.138)
H (1.112, -2.568, -0.362)
H (1.256, 0.626, -3.070)
H (2.239, 0.136, -1.767)
H (-0.706, 0.040, -1.920)
H (-2.047, 0.116, 1.999)
H (-0.749, -1.000, 2.445)
H (-0.577, 0.743, 2.742)

Output
- LUMO energy (eV) = 1.0
- Kohn-Sham gap (eV) = 8.205
- relative energy (zero: lowest compared OMol25 entry of this formula, charge and spin) (kJ/mol) = 371.2
- molecular weight (g mol⁻¹) = 115.1
- energy (eV) = -10808.615

=====

C4H8ClNO | ωB97M-V/def2-TZVPD

Cartesian coordinates (Å):
C (-1.753, -0.025, 0.807)
C (1.912, -0.201, -0.550)
C (0.805, -0.220, 0.484)
C (-0.576, -0.409, -0.121)
N (-2.963, -0.222, 0.162)
O (-1.609, 0.318, 1.940)
Cl (-0.794, -2.144, -0.384)
H (2.046, -1.254, -1.096)
H (1.606, 0.550, -1.337)
H (2.880, -0.144, -0.058)
H (0.751, 0.735, 0.899)
H (1.064, -1.021, 1.254)
H (-0.942, -0.020, -1.009)
H (-3.125, -0.501, -0.733)
H (-3.943, -0.213, 0.636)

Output
- SMILES = CC[C@@H](Cl)C(N)=O
- LUMO energy (eV) = 0.8
- Kohn-Sham gap (eV) = 10.704
- relative energy (zero: lowest compared OMol25 entry of this formula, charge and spin) (kJ/mol) = 41.1
- molecular weight (g mol⁻¹) = 121.6
- energy (eV) = -20337.325

=====

C4H33N3O10S | ωB97M-V/def2-TZVPD

Cartesian coordinates (Å):
C (-0.176, -0.737, 1.189)
N (0.707, 0.306, 0.671)
C (1.784, 0.548, 1.671)
N (3.085, 0.782, 1.072)
C (-1.379, -1.124, 0.292)
C (-1.272, -2.562, -0.129)
S (-1.301, -3.715, 1.308)
N (-2.659, -0.809, 0.990)
H (0.423, -1.613, 1.395)
H (-0.595, -0.461, 2.153)
H (0.249, 1.185, 0.469)
H (1.906, -0.342, 2.288)
H (1.526, 1.376, 2.341)
H (3.054, 1.454, 0.336)
H (3.523, -0.092, 0.818)
H (-1.387, -0.482, -0.594)
H (-2.143, -2.961, -0.664)
H (-0.494, -2.723, -0.858)
H (-0.010, -4.063, 1.284)
H (-3.196, -1.645, 1.144)
H (-3.166, -0.041, 0.566)
H (0.060, -1.843, 4.405)
H (1.122, -0.748, 4.751)
O (0.189, -0.911, 4.586)
H (1.682, 2.373, -3.023)
H (0.612, 1.673, -3.908)
O (1.582, 1.811, -3.820)
H (0.504, -3.019, -3.707)
H (0.631, -1.560, -3.317)
O (-0.019, -2.240, -3.550)
H (1.471, 0.535, -2.643)
H (1.347, -0.032, -1.226)
O (1.247, -0.301, -2.154)
H (-2.320, -0.672, 3.457)
H (-1.253, 0.440, 3.713)
O (-2.194, 0.239, 3.738)
H (2.504, -1.600, -1.710)
H (3.514, -2.808, -1.815)
O (3.153, -2.149, -1.207)
H (0.540, 2.587, -1.577)
H (0.626, 4.021, -1.599)
O (1.081, 3.279, -1.982)
H (-1.766, 3.020, 2.615)
H (-2.422, 1.733, 2.704)
O (-2.175, 2.397, 2.011)
H (-0.795, -0.096, -4.347)
H (-1.452, 0.771, -3.303)
O (-0.905, 0.835, -4.086)
H (-2.018, 2.650, -0.195)
H (-1.651, 4.044, 0.000)
O (-1.377, 3.293, -0.555)

Output
- SMILES = NCNC[C@H](N)CS.O.O.O.O.O.O.O.O.O.O
- LUMO energy (eV) = 0.1
- Kohn-Sham gap (eV) = 9.250
- relative energy (zero: lowest compared OMol25 entry of this formula, charge and spin) (kJ/mol) = 0.0
- molecular weight (g mol⁻¹) = 315.4
- energy (eV) = -40463.966

=====

C49H58BIN8PPt | ωB97M-V/def2-TZVPD

Cartesian coordinates (Å):
Pt (0.142, 1.213, -0.567)
N (-2.786, 0.004, 0.370)
P (-1.801, 0.179, -0.992)
C (-2.823, 1.151, -2.150)
C (-4.140, 1.493, -1.855)
C (-4.908, 2.186, -2.783)
C (-4.369, 2.532, -4.013)
C (-3.057, 2.189, -4.314)
C (-2.289, 1.505, -3.387)
C (-1.933, -1.482, -1.728)
C (-0.981, -2.471, -1.486)
C (-1.115, -3.733, -2.045)
C (-2.198, -4.023, -2.862)
C (-3.146, -3.044, -3.120)
C (-3.014, -1.781, -2.563)
C (-3.148, 0.993, 1.271)
C (-4.111, 0.710, 2.248)
C (-4.436, 1.688, 3.157)
C (-3.802, 2.928, 3.086)
C (-2.901, 3.124, 2.066)
N (-2.587, 2.192, 1.153)
H (-3.344, -0.834, 0.413)
H (-4.577, 1.222, -0.903)
H (-5.931, 2.447, -2.544)
H (-4.971, 3.064, -4.737)
H (-2.632, 2.456, -5.273)
H (-1.264, 1.244, -3.625)
H (-0.120, -2.268, -0.871)
H (-0.363, -4.484, -1.843)
H (-2.299, -5.006, -3.302)
H (-3.990, -3.257, -3.762)
H (-3.763, -1.033, -2.784)
H (-4.568, -0.270, 2.293)
H (-5.173, 1.490, 3.924)
H (-4.021, 3.719, 3.788)
H (-2.405, 4.083, 1.948)
I (5.851, 3.918, -0.028)
C (3.847, 3.459, -0.013)
C (2.837, 4.269, 0.456)
N (1.687, 3.627, 0.222)
N (1.886, 2.441, -0.387)
C (3.204, 2.324, -0.521)
H (2.863, 5.247, 0.904)
H (0.742, 3.951, 0.345)
H (3.628, 1.469, -1.020)
C (1.357, 0.317, -3.903)
C (1.762, -0.895, -3.065)
C (1.888, -2.142, -3.944)
C (3.043, -0.655, -2.294)
C (4.184, -0.254, -2.986)
C (5.391, -0.069, -2.338)
C (5.474, -0.296, -0.974)
C (4.362, -0.694, -0.240)
C (4.528, -0.922, 1.255)
C (5.096, 0.298, 1.978)
C (5.412, -2.145, 1.520)
C (3.137, -0.863, -0.914)
N (1.997, -1.265, -0.148)
B (0.859, -0.499, 0.338)
N (0.356, -1.323, 1.450)
C (1.137, -2.487, 1.510)
C (2.084, -2.463, 0.566)
C (-0.661, -1.180, 2.465)
C (-1.730, -2.103, 2.536)
C (-2.689, -1.956, 3.533)
C (-2.615, -0.935, 4.459)
C (-1.527, -0.085, 4.428)
C (-0.516, -0.211, 3.474)
C (0.753, 0.577, 3.770)
C (1.883, -0.368, 4.189)
C (1.229, 1.563, 2.716)
C (-1.862, -3.337, 1.654)
C (-1.488, -4.598, 2.447)
C (-3.274, -3.548, 1.079)
H (0.443, 0.096, -4.459)
H (2.124, 0.576, -4.634)
H (1.183, 1.189, -3.267)
H (0.972, -1.077, -2.340)
H (2.602, -1.981, -4.755)
H (0.922, -2.392, -4.390)
H (2.228, -3.001, -3.364)
H (4.126, -0.099, -4.056)
H (6.267, 0.242, -2.893)
H (6.420, -0.155, -0.467)
H (3.547, -1.117, 1.684)
H (6.103, 0.545, 1.637)
H (5.151, 0.100, 3.050)
H (4.465, 1.176, 1.836)
H (6.424, -1.978, 1.146)
H (5.025, -3.041, 1.034)
H (5.479, -2.339, 2.592)
H (0.958, -3.242, 2.251)
H (2.852, -3.188, 0.356)
H (-3.504, -2.669, 3.585)
H (-3.376, -0.824, 5.222)
H (-1.421, 0.672, 5.195)
H (0.503, 1.173, 4.652)
H (2.213, -0.983, 3.349)
H (1.559, -1.035, 4.989)
H (2.740, 0.204, 4.548)
H (1.741, 1.054, 1.900)
H (1.939, 2.265, 3.162)
H (0.392, 2.128, 2.302)
H (-1.168, -3.244, 0.826)
H (-2.185, -4.743, 3.274)
H (-0.488, -4.548, 2.873)
H (-1.541, -5.479, 1.804)
H (-3.873, -4.189, 1.729)
H (-3.224, -4.032, 0.102)
H (-3.837, -2.622, 0.969)
N (-1.762, 3.725, -1.081)
C (-2.078, 4.754, -1.878)
C (-1.047, 4.895, -2.786)
C (-0.144, 3.879, -2.458)
N (-0.592, 3.175, -1.422)
H (-2.269, 3.285, -0.311)
H (-2.995, 5.303, -1.747)
H (-0.965, 5.623, -3.573)
H (0.801, 3.625, -2.912)

Output
- total charge = +1
- LUMO energy (eV) = -1.9
- Kohn-Sham gap (eV) = 7.943
- molecular weight (g mol⁻¹) = 1122.8
- energy (eV) = -84988.193

=====

C17H23ClN2Tc | ωB97M-V/def2-TZVPD

Cartesian coordinates (Å):
C (0.074, 0.376, -4.564)
C (1.443, 0.867, -4.409)
C (-0.181, -1.055, -4.694)
C (-1.048, 1.310, -4.504)
Cl (0.055, 0.396, -1.162)
H (-0.167, -1.132, -5.796)
H (-1.156, -1.381, -4.353)
H (0.590, -1.705, -4.308)
H (1.686, 1.075, -5.468)
H (2.157, 0.135, -4.055)
H (1.555, 1.798, -3.863)
H (-1.135, 1.560, -5.571)
H (-0.871, 2.235, -3.961)
H (-1.992, 0.868, -4.194)
C (1.685, -1.732, 2.140)
C (0.670, -2.353, 1.370)
C (0.837, -1.925, 0.020)
H (-0.011, -3.149, 1.700)
C (1.902, -0.935, 0.025)
C (2.390, -0.814, 1.339)
H (3.219, -0.178, 1.608)
H (1.891, -1.964, 3.176)
H (0.352, -2.333, -0.866)
H (2.240, -0.341, -0.843)
C (-2.264, 0.806, 1.520)
C (-2.276, -0.422, 2.234)
C (-2.019, -1.478, 1.326)
H (-2.474, -0.534, 3.277)
C (-1.969, -0.945, 0.023)
C (-2.142, 0.510, 0.138)
H (-2.046, 1.253, -0.665)
H (-2.408, 1.822, 1.904)
H (-1.983, -2.541, 1.569)
H (-1.872, -1.485, -0.911)
Tc (-0.129, -0.252, 0.812)
N (0.053, 1.946, 5.112)
C (1.419, 1.703, 4.997)
C (1.581, 1.059, 3.822)
N (0.331, 0.924, 3.169)
C (-0.554, 1.445, 4.015)
H (-0.434, 2.414, 5.865)
H (2.134, 2.007, 5.734)
H (2.496, 0.662, 3.393)
H (-1.629, 1.483, 3.900)

Output
- total charge = +2
- LUMO energy (spin up / spin down) (eV) = -7.8 / -7.8
- spin multiplicity = 4
- Kohn-Sham gap (spin up / spin down) (eV) = 4.977 / 6.813
- relative energy (zero: lowest compared OMol25 entry of this formula, charge and spin) (kJ/mol) = 141.3
- ⟨S²⟩ = 3.7732
- molecular weight (g mol⁻¹) = 388.8
- energy (eV) = -35683.986

=====

C6H7NS | ωB97M-V/def2-TZVPD

Cartesian coordinates (Å):
C (-2.816, 0.746, 0.070)
C (-1.487, 1.360, 0.199)
C (-2.741, -0.588, -0.069)
C (-0.497, 0.463, 0.005)
C (2.616, 0.033, -0.534)
C (2.330, -0.994, 0.424)
N (1.879, 0.294, 0.696)
S (-1.126, -1.173, -0.087)
H (-3.640, 1.401, 0.354)
H (-1.419, 2.393, 0.448)
H (-3.613, -1.170, -0.374)
H (3.641, 0.309, -0.710)
H (1.997, 0.025, -1.416)
H (1.681, -1.777, 0.064)
H (3.193, -1.320, 0.930)

Output
- LUMO energy (eV) = -1.5
- Kohn-Sham gap (eV) = 7.406
- relative energy (zero: lowest compared OMol25 entry of this formula, charge and spin) (kJ/mol) = 624.3
- molecular weight (g mol⁻¹) = 125.2
- energy (eV) = -18654.279

=====

C29H41BClF5N2O28S6 | ωB97M-V/def2-TZVPD

Cartesian coordinates (Å):
C (4.952, -2.011, 2.146)
B (3.677, -1.853, 1.118)
O (3.749, -2.526, -0.146)
C (2.425, -0.972, 1.665)
C (2.355, 0.600, 1.631)
C (1.138, 1.404, 2.216)
C (1.040, 2.993, 2.248)
C (0.604, 3.669, 0.860)
C (-1.002, 3.644, 0.635)
N (-1.736, 2.369, 0.685)
O (-1.629, 4.733, 0.452)
C (0.000, 0.561, 2.825)
C (0.041, -0.995, 2.858)
C (1.229, -1.790, 2.285)
Cl (1.221, -3.613, 2.349)
C (-1.305, -1.444, 3.579)
O (-1.480, -2.671, 3.761)
N (-2.126, -0.279, 3.903)
C (-3.520, -0.353, 3.358)
C (-3.543, -0.796, 1.816)
C (-5.063, -0.754, 1.219)
C (-5.014, -1.539, -0.171)
F (-6.000, -1.008, -1.044)
F (-3.743, -1.241, -0.775)
C (-5.099, -3.136, -0.053)
F (-5.745, -3.609, 1.104)
F (-3.802, -3.730, -0.142)
F (-5.822, -3.680, -1.163)
C (-1.355, 0.956, 3.539)
O (-1.757, 2.108, 3.820)
H (4.665, -2.740, 2.999)
H (5.869, -2.457, 1.611)
H (5.244, -1.011, 2.616)
H (3.589, -1.872, -0.862)
H (3.227, 1.163, 1.169)
H (2.072, 3.397, 2.517)
H (0.274, 3.298, 3.044)
H (0.858, 4.794, 0.957)
H (1.180, 3.301, -0.056)
H (-2.711, 2.627, 0.929)
H (-1.688, 1.993, -0.280)
H (-4.232, -0.958, 4.021)
H (-3.920, 0.732, 3.386)
H (-2.848, -0.062, 1.257)
H (-3.188, -1.881, 1.640)
H (-5.417, 0.326, 1.140)
H (-5.703, -1.291, 2.015)
C (1.661, -7.405, -1.628)
C (1.427, -7.238, -0.135)
O (2.666, -6.755, 0.383)
S (3.389, -5.836, -0.745)
O (3.096, -4.459, -0.463)
O (4.723, -6.321, -0.935)
O (2.482, -6.300, -2.008)
H (2.211, -8.327, -1.841)
H (0.726, -7.399, -2.197)
H (1.146, -8.174, 0.349)
H (0.660, -6.482, 0.062)
C (-1.583, -3.740, -4.581)
C (-0.203, -3.103, -4.598)
O (0.689, -4.139, -4.177)
S (0.113, -5.568, -4.681)
O (0.782, -5.919, -5.898)
O (0.041, -6.449, -3.553)
O (-1.387, -5.076, -5.052)
H (-1.982, -3.792, -3.564)
H (-2.290, -3.211, -5.221)
H (-0.134, -2.242, -3.933)
H (0.082, -2.803, -5.611)
C (-0.801, -0.373, 8.570)
C (-1.042, 0.565, 7.398)
O (-0.092, 1.618, 7.566)
S (1.247, 1.018, 8.260)
O (2.203, 0.743, 7.229)
O (1.553, 1.811, 9.411)
O (0.615, -0.392, 8.754)
H (-1.258, 0.013, 9.486)
H (-1.174, -1.380, 8.376)
H (-2.057, 0.962, 7.384)
H (-0.833, 0.073, 6.444)
C (1.800, 6.115, -2.381)
C (3.181, 6.752, -2.381)
O (4.064, 5.721, -1.940)
S (3.498, 4.286, -2.442)
O (4.185, 3.927, -3.646)
O (3.408, 3.414, -1.309)
O (2.003, 4.776, -2.838)
H (1.386, 6.071, -1.369)
H (1.103, 6.640, -3.035)
H (3.239, 7.618, -1.722)
H (3.480, 7.045, -3.392)
C (-0.135, -3.588, -10.071)
C (0.176, -2.144, -10.434)
O (-0.616, -1.359, -9.542)
S (-0.764, -2.150, -8.134)
O (0.214, -1.630, -7.224)
O (-2.156, -2.240, -7.809)
O (-0.257, -3.600, -8.648)
H (-1.090, -3.906, -10.498)
H (0.651, -4.272, -10.392)
H (-0.069, -1.914, -11.471)
H (1.228, -1.908, -10.249)
C (-1.123, 7.209, 2.984)
C (-1.362, 8.141, 1.807)
O (-0.413, 9.196, 1.970)
S (0.924, 8.600, 2.670)
O (1.883, 8.319, 1.641)
O (1.229, 9.400, 3.817)
O (0.294, 7.192, 3.171)
H (-1.583, 7.600, 3.896)
H (-1.494, 6.202, 2.793)
H (-2.377, 8.535, 1.788)
H (-1.149, 7.640, 0.858)

Output
- SMILES = CB(O)c1cc(CCC(N)=O)c2c(c1Cl)C(=O)N(CCCC(F)(F)C(F)(F)F)C2=O.O=S1(=O)OCCO1.O=S1(=O)OCCO1.O=S1(=O)OCCO1.O=S1(=O)OCCO1.O=S1(=O)OCCO1.O=S1(=O)OCCO1
- LUMO energy (eV) = -1.0
- Kohn-Sham gap (eV) = 8.016
- molecular weight (g mol⁻¹) = 1199.3
- energy (eV) = -182835.312

=====

C3H4F2O | ωB97M-V/def2-TZVPD

Cartesian coordinates (Å):
C (1.570, -0.309, 0.411)
C (-1.900, -0.059, -0.568)
C (0.740, 0.169, -0.505)
O (-0.348, 0.904, -0.276)
F (-1.544, -1.144, 0.127)
F (-2.592, 0.756, 0.304)
H (1.424, -0.009, 1.460)
H (0.647, -0.334, -1.551)
H (2.398, -0.930, -0.075)
H (-0.393, 0.955, 0.673)

Output
- LUMO energy (eV) = 0.8
- Kohn-Sham gap (eV) = 10.336
- relative energy (zero: lowest compared OMol25 entry of this formula, charge and spin) (kJ/mol) = 381.0
- molecular weight (g mol⁻¹) = 94.1
- energy (eV) = -10654.010

=====

- The lowest molecular weight belongs to which entry?
  C3H4F2O

=====

- Which value of energy does entry 3 give?
  -40463.966 eV

=====

- What is the molecular weight in the fifth record?
  388.8 g mol⁻¹

=====

What did the second record say?
C4H8ClNO | ωB97M-V/def2-TZVPD

Cartesian coordinates (Å):
C (-1.753, -0.025, 0.807)
C (1.912, -0.201, -0.550)
C (0.805, -0.220, 0.484)
C (-0.576, -0.409, -0.121)
N (-2.963, -0.222, 0.162)
O (-1.609, 0.318, 1.940)
Cl (-0.794, -2.144, -0.384)
H (2.046, -1.254, -1.096)
H (1.606, 0.550, -1.337)
H (2.880, -0.144, -0.058)
H (0.751, 0.735, 0.899)
H (1.064, -1.021, 1.254)
H (-0.942, -0.020, -1.009)
H (-3.125, -0.501, -0.733)
H (-3.943, -0.213, 0.636)

Output
- SMILES = CC[C@@H](Cl)C(N)=O
- LUMO energy (eV) = 0.8
- Kohn-Sham gap (eV) = 10.704
- relative energy (zero: lowest compared OMol25 entry of this formula, charge and spin) (kJ/mol) = 41.1
- molecular weight (g mol⁻¹) = 121.6
- energy (eV) = -20337.325